Entry 1:
Formula: C15H17N2O8
Source: OMol25
Level of theory: ωB97M-V with the def2-TZVPD basis set

The geometry in XYZ format:
```
42
Properties=species:S:1:pos:R:3:forces:R:3
O -2.050 0.303 5.601 0.611 1.984 -0.954
N -1.720 1.345 4.987 0.020 -0.028 2.771
O -1.323 2.388 5.552 -0.753 -1.912 -0.936
C -1.798 1.329 3.565 0.323 0.131 -2.010
C -1.392 2.471 2.835 -0.275 -0.852 0.436
C -1.352 2.404 1.452 -0.497 -0.863 -0.968
C -1.728 1.210 0.749 -0.116 -0.299 2.436
C -1.687 1.134 -0.690 -1.041 -0.858 -1.240
C -2.313 0.160 -1.430 0.735 1.198 2.353
N -2.271 0.299 -2.818 0.666 1.534 -3.631
O -2.744 -0.555 -3.615 0.840 1.501 2.231
O -1.737 1.376 -3.200 -1.183 -2.292 -0.366
C -2.172 0.095 1.529 0.115 0.936 -0.505
C -2.201 0.149 2.913 0.163 0.466 0.122
H -1.112 3.368 3.379 -0.014 -0.171 -0.160
H -1.090 3.289 0.865 0.122 -0.346 0.242
H -1.228 1.980 -1.207 -0.007 -0.576 0.083
H -2.874 -0.671 -1.034 0.141 -0.097 -0.222
H -2.534 -0.793 1.010 0.343 0.161 0.314
H -2.517 -0.704 3.506 0.089 0.204 -0.133
H 1.106 -1.800 -0.516 -0.095 0.008 0.088
C 1.403 -0.878 -0.991 0.441 0.189 -0.195
C 1.409 -0.851 -2.414 0.405 0.758 1.134
O 1.923 -0.041 -3.173 -0.270 -0.246 -0.154
O 0.717 -1.935 -2.895 -0.224 -0.482 -0.987
C 0.563 -1.885 -4.309 -0.129 0.158 -0.027
C -0.123 -3.144 -4.774 -0.013 -0.005 0.039
C 2.186 0.043 -0.247 -0.762 0.024 -1.110
O 2.643 1.128 -0.595 0.116 -0.118 0.267
O 2.359 -0.398 1.043 0.666 0.260 0.996
C 3.126 0.520 1.820 -0.194 0.084 -0.074
C 3.269 -0.010 3.225 0.001 -0.054 0.037
H -0.062 -1.010 -4.541 0.248 -0.107 -0.192
H 1.538 -1.763 -4.805 -0.288 0.063 0.199
H -0.278 -3.066 -5.849 -0.082 -0.091 -0.122
H 0.496 -4.023 -4.580 -0.112 -0.006 0.073
H -1.097 -3.251 -4.290 0.088 -0.103 -0.015
H 4.119 0.675 1.367 -0.366 0.023 0.052
H 2.598 1.486 1.827 0.295 -0.107 -0.006
H 3.795 0.738 3.815 0.070 0.042 0.159
H 2.294 -0.182 3.688 0.069 -0.090 -0.044
H 3.858 -0.930 3.246 -0.146 -0.023 0.018
```
Forces are in eV/Å.

The value obtained for the lowest unoccupied orbital energy is 0.012 Eh. The HOMO energy comes out at -3.549 eV. Its net charge is -1. The value obtained for the orbital gap is 3.885 eV.


Entry 2:
Formula: C4H10Se
Source: OMol25
Level of theory: ωB97M-V with the def2-TZVPD basis set

The geometry in XYZ format:
```
15
Properties=species:S:1:pos:R:3:forces:R:3
C 1.270 -0.567 -2.133 0.217 0.488 -0.012
C 0.366 -0.784 -1.197 -1.249 -0.031 0.123
C 0.543 1.168 1.135 4.788 -2.428 0.634
C -0.305 2.108 1.114 -3.263 4.839 -1.442
Se -2.483 -1.552 1.153 1.373 -1.492 -0.334
H 2.151 -1.137 -2.404 -0.082 -0.375 0.675
H 1.231 0.348 -2.683 -0.434 0.387 -0.619
H -1.278 -1.928 1.967 -0.679 0.479 -0.086
H 0.363 -1.561 -0.466 0.555 -0.973 0.079
H -0.594 -0.248 -1.053 1.049 0.396 -0.469
H 0.400 0.110 1.356 -0.348 0.328 -0.314
H 1.650 1.470 1.021 -1.744 -0.694 0.283
H 0.068 3.161 0.909 -0.427 -1.325 0.366
H -1.420 2.089 1.025 1.010 -0.590 0.646
H -1.962 -2.679 0.253 -0.765 0.991 0.471
```
Forces are in eV/Å.

The value obtained for the lowest unoccupied orbital energy is 0.023 Eh. The energy above the lowest of the compared OMol25 structures with the same formula, charge and spin is 285.7 kJ/mol. The HOMO energy comes out at -9.459 eV. Its SMILES is [SeH2].C=C.C=C. The value obtained for the orbital gap is 10.083 eV.


Entry 3:
Formula: C45H55F5O5
Source: OMol25
Level of theory: ωB97M-V with the def2-TZVPD basis set

The geometry in XYZ format:
```
110
Properties=species:S:1:pos:R:3:forces:R:3
F -1.059 1.169 2.138 -0.011 -0.001 0.055
C -0.532 0.873 0.930 0.014 -0.007 -0.295
C 0.776 0.452 0.851 0.184 0.134 0.216
C 1.312 0.214 -0.406 -0.241 -0.174 -0.192
C 0.543 0.410 -1.551 0.238 -0.636 0.214
C -0.793 0.770 -1.432 0.126 0.396 -0.201
C -1.336 1.013 -0.186 -0.180 0.249 0.700
H 1.350 0.344 1.762 0.002 -0.089 -0.019
H 2.307 -0.206 -0.506 0.070 0.239 0.073
H 0.988 0.162 -2.507 -0.126 0.204 -0.092
H -1.401 0.933 -2.310 0.011 -0.165 -0.068
H -2.348 1.351 0.010 -0.059 -0.087 -0.350
F -1.630 -0.283 -4.753 -0.024 -0.219 -0.143
C -0.304 -0.492 -4.935 0.056 -0.108 0.265
C 0.242 -1.732 -4.653 -0.392 0.241 0.160
C 1.610 -1.872 -4.784 0.400 -0.337 -0.234
C 2.408 -0.819 -5.205 -0.116 0.450 0.376
C 1.831 0.432 -5.397 0.340 -0.254 -0.342
C 0.463 0.587 -5.306 -0.217 0.333 -0.015
H -0.388 -2.532 -4.287 -0.008 -0.004 -0.065
H 2.080 -2.817 -4.543 -0.112 -0.079 -0.096
H 3.479 -0.924 -5.310 -0.017 -0.130 0.055
H 2.461 1.279 -5.629 -0.053 0.023 -0.098
H -0.017 1.537 -5.502 0.021 0.013 0.092
F 5.414 -0.378 -2.779 0.029 0.020 0.032
C 5.032 0.811 -3.293 -0.016 -0.122 -0.078
C 4.358 1.708 -2.501 -0.102 -0.180 0.247
C 3.981 2.915 -3.063 -0.348 0.180 -0.012
C 4.220 3.194 -4.402 -0.199 -0.084 0.151
C 4.827 2.235 -5.207 -0.209 0.637 0.594
C 5.275 1.062 -4.619 0.410 -0.137 -1.190
H 4.108 1.426 -1.488 0.039 0.168 0.059
H 3.412 3.619 -2.468 0.149 0.038 0.058
H 3.882 4.145 -4.792 0.026 -0.072 -0.180
H 4.900 2.429 -6.269 0.352 -0.174 0.000
H 5.819 0.365 -5.247 -0.096 -0.239 0.264
F 3.531 -2.664 5.497 -0.031 0.063 -0.026
C 2.389 -2.170 4.977 0.117 0.006 -0.008
C 1.622 -2.993 4.179 0.159 -0.031 -0.289
C 0.461 -2.482 3.610 0.540 -0.289 -0.071
C 0.067 -1.185 3.895 -0.562 -0.612 -0.242
C 0.855 -0.389 4.692 0.206 0.601 0.228
C 2.059 -0.853 5.210 -0.154 -0.022 0.130
H 2.002 -3.979 3.947 -0.159 -0.049 0.061
H -0.059 -3.095 2.884 -0.269 0.032 0.184
H -0.877 -0.841 3.495 0.106 0.258 -0.029
H 0.540 0.628 4.892 0.113 0.013 0.031
H 2.728 -0.219 5.775 -0.070 -0.023 0.098
F -4.515 4.683 5.177 0.000 0.004 0.035
C -3.677 3.768 5.708 0.040 0.214 0.017
C -3.577 3.666 7.078 -0.073 -0.339 0.515
C -2.746 2.686 7.611 -0.230 0.010 -0.169
C -2.043 1.831 6.778 0.663 0.089 0.113
C -2.099 2.004 5.404 -0.686 0.030 -0.216
C -2.941 2.973 4.861 0.209 -0.328 -0.233
H -4.179 4.262 7.750 -0.001 0.217 -0.219
H -2.677 2.562 8.683 -0.019 0.060 0.027
H -1.390 1.089 7.222 -0.089 -0.087 -0.125
H -1.597 1.347 4.707 0.196 -0.016 0.149
H -3.046 3.059 3.787 -0.053 0.096 0.026
C 5.126 -3.704 -3.194 0.252 0.172 -0.228
C 4.634 -3.229 -1.848 -0.140 0.360 -0.124
O 5.358 -3.172 -0.886 0.111 -0.146 0.128
C 3.202 -2.741 -1.780 0.054 -0.750 0.121
H 4.606 -3.180 -3.999 -0.084 -0.117 -0.001
H 4.981 -4.778 -3.317 -0.154 0.001 0.071
H 6.192 -3.502 -3.293 -0.015 -0.033 0.130
H 3.101 -1.852 -2.401 -0.078 0.152 0.150
H 2.935 -2.591 -0.736 -0.013 0.339 -0.036
H 2.521 -3.500 -2.180 0.078 0.079 -0.107
C -6.253 0.316 0.120 -0.429 -0.145 0.048
C -5.524 1.545 0.592 -0.505 -0.061 0.318
O -4.726 1.491 1.500 0.381 0.100 -0.131
C -5.953 2.871 0.003 0.586 0.119 -0.372
H -7.330 0.520 0.125 0.068 0.074 -0.031
H -6.072 -0.513 0.800 0.115 0.021 -0.035
H -6.011 0.018 -0.902 0.213 0.121 0.004
H -6.005 2.817 -1.089 -0.260 -0.087 0.070
H -5.233 3.650 0.249 -0.041 -0.054 0.194
H -6.929 3.147 0.401 -0.086 -0.055 -0.060
C -3.688 -2.579 3.969 0.311 -0.149 0.108
C -4.325 -1.961 2.748 0.012 0.006 -0.187
O -5.525 -1.844 2.675 -0.109 0.019 0.010
C -3.403 -1.546 1.624 -0.019 -0.533 0.248
H -3.781 -3.667 3.896 -0.225 0.058 0.002
H -4.201 -2.238 4.865 -0.023 -0.074 0.032
H -2.614 -2.399 4.050 -0.094 0.249 -0.020
H -3.924 -1.561 0.671 -0.034 0.175 -0.014
H -2.581 -2.266 1.596 0.158 0.215 -0.114
H -3.023 -0.547 1.841 0.048 0.004 -0.060
C -4.138 1.112 -3.298 -0.254 -0.622 0.358
C -4.522 -0.329 -3.593 0.161 0.000 0.015
O -4.553 -1.165 -2.716 -0.004 0.232 -0.246
C -4.867 -0.653 -5.028 -0.246 -0.293 0.186
H -4.767 1.799 -3.858 0.117 0.155 -0.032
H -3.090 1.240 -3.559 -0.012 0.173 -0.190
H -4.250 1.255 -2.223 0.044 0.192 -0.044
H -5.253 -1.669 -5.083 -0.009 0.034 -0.002
H -4.000 -0.579 -5.683 0.083 0.187 0.075
H -5.629 0.048 -5.373 0.047 -0.006 -0.120
C 5.777 -0.030 0.485 0.110 -0.486 0.001
C 5.647 -0.152 1.990 -0.131 -0.232 -0.265
O 6.611 -0.253 2.705 0.088 0.084 0.105
C 4.241 -0.165 2.552 -0.047 0.300 -0.209
H 5.884 1.018 0.202 -0.039 0.035 0.007
H 4.921 -0.473 -0.024 -0.060 0.174 0.038
H 6.652 -0.588 0.153 0.114 0.191 0.052
H 4.012 -1.131 2.999 0.139 -0.021 0.093
H 3.511 0.023 1.766 -0.041 0.036 0.029
H 4.158 0.615 3.308 -0.036 -0.120 0.112
```
Forces are in eV/Å.

The value obtained for the lowest unoccupied orbital energy is 0.015 Eh. The energy above the lowest of the compared OMol25 structures with the same formula, charge and spin is 0.0 kJ/mol. The HOMO energy comes out at -9.146 eV. Its SMILES is Fc1ccccc1.Fc1ccccc1.Fc1ccccc1.Fc1ccccc1.Fc1ccccc1.CC(C)=O.CC(C)=O.CC(C)=O.CC(C)=O.CC(C)=O. The value obtained for the orbital gap is 9.567 eV.